Density functional theory data (ωB97M-V with the def2-TZVPD basis set) for one molecule with the formula C2HFN2O2 in a non-equilibrium geometry.

- lowest unoccupied orbital energy (eV) = -0.7211
- E (a.u.) = -436.490706
- energy relative to the best compared isomer or geometry (same formula, charge and spin) (kJ/mol) = 494.2
- HOMO-LUMO gap (eV) = 10.087
- charge = 0

Geometry as XYZ:
```
8
Properties=species:S:1:pos:R:3:nbo_charge:R:1
C 0.4207 -0.3361 -1.2774 0.610
C 1.2134 -0.2572 -0.1264 0.563
N -0.1437 -0.0111 0.0098 -0.292
N -0.9590 0.7000 0.7364 -0.009
O 0.1030 -0.5154 -2.4071 -0.462
O 2.1919 -0.1330 0.5630 -0.515
F -2.2527 0.0258 0.8593 -0.254
H -0.5737 0.5270 1.6425 0.360
```